128
Properties=species:S:1:pos:R:3:forces:R:3:mulliken_charge:R:1 method="wB97M-V/def2-TZVPD" mol_weight_g_mol=762.93 total_energy_ev=-74199.225 relative_energy_kcal_mol=589.0 charge=0 e_homo_ha=-0.2600 spin_multiplicity=1 gap_ev=7.36
C 6.37849 5.61245 -1.70236 1.2199 1.3920 1.3814 -0.78
O 5.83926 6.25592 -0.46551 -0.0707 -0.6433 -0.9658 -0.37
C 6.51312 5.86082 0.73315 0.7654 0.0146 -1.3479 -1.01
C 5.86343 4.62309 1.33279 0.0188 -0.0897 -0.2256 0.59
N 6.35844 4.22110 2.63273 0.0760 -2.1001 1.1279 -0.47
C 5.76414 2.87176 3.07831 2.9408 1.5153 0.4391 -0.45
C 6.68683 2.07910 4.03639 0.0768 3.8422 -0.2648 -0.53
O 7.83737 1.66749 3.29033 -2.3367 0.3042 1.1239 -0.35
C 8.66505 0.88897 4.07142 2.3190 -0.8094 -1.5125 -0.82
H 6.47997 4.52829 -1.65351 0.5330 0.4246 0.4425 0.32
H 7.35476 6.07174 -1.85739 0.1830 0.2073 -0.1937 0.42
H 5.69085 5.75854 -2.53538 0.8330 0.8814 0.2987 0.19
H 6.68522 6.71129 1.39282 -0.7638 0.0961 0.2053 0.39
H 7.51894 5.64324 0.37384 0.4784 -0.5066 0.4809 0.41
H 6.06875 3.83095 0.61277 -0.4029 -0.0588 -0.1296 -0.07
H 4.78522 4.76010 1.41522 0.0947 0.0421 -0.3234 -0.25
H 7.29665 3.87122 2.50057 0.7450 0.6760 -0.0813 0.50
H 5.62484 2.18453 2.24381 0.0006 0.2836 -0.5124 0.20
H 4.79093 3.03184 3.54237 2.5101 1.8358 1.4448 0.40
H 6.07145 1.34119 4.55108 1.7828 0.7804 -0.8155 0.45
H 6.98073 2.81026 4.78946 0.5801 0.3533 0.2594 0.51
H 8.29363 -0.02635 4.53223 -0.6741 0.1206 -0.1202 0.23
H 9.30432 1.39580 4.79430 -0.3549 0.5783 0.3032 0.31
H 9.32726 0.60519 3.25347 0.7963 -0.8206 0.5500 0.36
C 2.04564 3.51524 1.68137 -1.9665 -7.1292 -1.0882 -1.87
O 2.69454 2.25032 1.55272 -1.2945 -0.2180 -1.6504 0.69
C 3.28913 1.88361 2.73181 0.5050 -3.3898 0.8620 -0.26
C 3.58188 0.32438 2.55266 -2.0287 0.6368 -0.5060 -1.17
N 2.30034 -0.24506 2.10343 1.3722 -0.7945 -0.9144 -0.23
C 2.49253 -1.55837 1.50063 -3.0725 -0.1456 -1.5650 -1.97
C 1.04795 -2.19633 1.39752 3.1494 1.1973 0.1956 0.54
O 0.15662 -1.39456 0.59496 3.3993 -1.2317 -0.8577 -0.43
C -0.86902 -2.14628 -0.06750 5.2193 0.3850 3.0780 0.50
H 2.00782 4.08066 0.75025 1.0035 -0.8215 0.0725 0.47
H 2.62904 4.04481 2.43456 -0.0620 -7.0331 -0.6972 0.89
H 1.03887 3.50849 2.09906 0.7573 -1.6722 -2.1181 -0.76
H 2.71446 1.89059 3.65799 -0.8540 0.4566 -0.3022 0.66
H 4.18499 2.45126 2.98340 -3.4042 -2.1291 -1.9728 -0.18
H 3.72929 -0.25033 3.46704 0.3495 0.5048 -0.7746 0.41
H 4.29886 0.07493 1.77048 0.7025 0.3177 0.2405 0.60
H 1.95306 0.33062 1.34971 -0.1670 0.2975 -0.0974 0.53
H 3.16695 -2.28786 1.94907 0.0901 0.4660 0.5619 0.36
H 2.76226 -1.41609 0.45416 0.6653 -0.1695 -0.1921 0.56
H 0.66187 -2.31322 2.41012 0.7231 0.6054 -0.1285 -0.19
H 1.21781 -3.24057 1.13520 0.3471 1.5662 -1.4615 1.46
H -1.52221 -2.19731 0.80360 0.2127 -0.6547 -1.0363 0.17
H -0.64286 -3.15789 -0.40456 0.6543 -0.4491 -0.0167 -0.04
H -1.35990 -1.66632 -0.91413 6.0052 1.0000 1.9828 -0.38
C -0.44654 4.03658 0.35638 -1.1386 -0.1203 -3.3047 0.46
C -0.48044 3.84116 -1.23404 -0.2063 0.2689 0.9107 -0.85
O 0.20437 4.83543 -1.95206 0.1700 1.0064 -0.0688 -0.54
O -1.36574 5.09475 0.71037 0.4829 -0.1921 -0.6036 -0.67
H 0.60960 4.23346 0.54055 -1.5643 0.2319 0.1767 0.15
H -0.85228 3.08091 0.68830 0.5216 -0.1053 0.7173 -0.05
H -1.51061 3.82493 -1.58982 -0.2667 -0.2999 0.2064 0.49
H 0.03242 2.95161 -1.59978 -0.2395 -0.5178 0.8335 0.24
H -0.37367 5.60190 -1.95013 0.2058 0.3284 -0.0460 0.32
H -1.46297 5.13743 1.66448 0.0560 -0.1076 -0.0302 0.43
C 1.97375 5.29035 3.44996 -0.3004 1.3260 3.9912 -0.70
C 0.64835 4.62031 3.53804 -1.4189 -0.8094 -0.3264 0.37
O 0.03357 4.82443 4.80013 0.3363 0.9833 -0.1722 -0.63
O 2.71625 5.13261 2.29857 3.7647 13.6305 0.6267 -0.09
H 2.54279 4.84368 4.26530 0.3363 0.3981 0.5148 0.25
H 1.86356 6.36528 3.59306 -0.2774 -0.1298 0.4916 0.59
H 0.67743 3.54801 3.34458 -0.1267 0.3003 1.2860 0.04
H 0.13787 5.01661 2.66029 -0.9257 0.3317 0.2307 -0.14
H -0.85399 4.46284 4.74455 -0.0029 -0.0593 0.0434 0.39
H 3.43634 5.74508 2.46574 1.0533 1.5987 -0.2546 0.62
C -2.75876 -1.16966 4.36121 2.4875 -0.5197 -0.6955 -0.23
C -2.46606 -1.93969 3.03993 -2.5279 0.2482 -0.5306 -0.25
O -1.15607 -1.86336 2.59943 -0.2456 0.4614 2.6881 -0.47
O -1.94281 -1.84236 5.34210 -1.6869 -0.5511 0.5080 -0.57
H -3.80319 -1.06756 4.65593 0.1773 -0.4373 -0.0534 0.44
H -2.27481 -0.19414 4.31390 -0.6195 0.5692 -0.5139 0.03
H -3.05585 -1.58923 2.19291 -0.7513 0.6089 0.1185 -0.03
H -2.84489 -2.95475 3.15927 0.3592 -0.3968 0.3595 0.24
H -0.90492 -2.64573 2.10302 -0.3219 -0.4790 0.4737 0.35
H -1.14555 -2.02146 4.83823 -0.0253 -0.6697 0.5066 0.93
C 5.61904 -0.59126 5.55634 -1.0523 -1.3575 0.1302 -0.47
C 4.73503 -0.10730 6.75367 1.6762 -0.8363 0.0980 -0.89
O 3.57477 0.51286 6.26651 0.0976 0.3799 0.2738 -0.48
O 5.26840 0.13290 4.41256 -0.5189 -1.7735 0.7409 -0.51
H 5.46612 -1.62179 5.23585 -0.2702 -0.4118 0.7038 0.43
H 6.69076 -0.53541 5.74711 -0.0022 0.5319 0.3030 0.23
H 5.40925 0.53893 7.31573 -0.3297 0.7299 0.1384 0.31
H 4.43828 -0.87087 7.47270 0.2719 -0.5529 -0.3384 0.47
H 3.01503 0.56502 7.04469 -0.5114 0.2764 -0.3188 0.36
H 4.47874 0.62945 4.63942 -0.4504 0.0589 0.1198 -0.10
C 0.92130 -4.93739 2.50142 1.8938 -0.0126 0.6535 -0.42
C 0.78601 -4.57748 4.00401 -3.0224 -0.8935 -0.6223 -0.03
O 1.39777 -5.42775 4.93774 1.6735 -0.0134 -0.1209 -0.59
O -0.00898 -4.25731 1.64976 -1.7227 -3.1455 1.6403 -0.48
H 0.94018 -6.02356 2.41212 -0.6681 -0.1124 -0.1478 0.55
H 1.94545 -4.66930 2.24188 0.2511 0.2893 -0.5415 0.24
H -0.25822 -4.85392 4.14978 -0.7864 1.1203 0.0600 0.28
H 0.94624 -3.52360 4.23154 0.3798 -0.1769 0.0364 -0.12
H 0.95037 -6.27711 4.93469 -0.0276 0.0350 -0.0438 0.37
H -0.11866 -4.74301 0.82900 -0.0643 -0.2413 0.0182 0.29
C -1.64070 -1.49180 -2.72334 0.4167 -0.3480 -0.4915 -0.56
C -2.87551 -1.84933 -1.87157 -1.5453 -0.4794 -2.8575 -0.75
O -2.60251 -1.88281 -0.53219 -12.6427 0.5635 -0.6658 -0.36
O -1.43534 -0.09334 -2.77517 -0.7917 0.4070 -0.0651 -0.48
H -1.76376 -1.97232 -3.69393 -0.1988 0.2987 -0.2979 0.44
H -0.73471 -1.88765 -2.26443 -0.1456 -0.5643 -0.7625 0.33
H -3.26344 -2.83310 -2.13578 0.4503 -0.3293 -0.4227 0.32
H -3.72806 -1.21789 -2.12163 0.2582 0.5389 -0.1240 0.45
H -3.15622 -1.20500 -0.13776 -0.2170 0.1726 0.6830 0.31
H -0.68634 0.11227 -3.33937 0.0707 -0.1175 0.0206 0.29
C 3.90213 3.43863 -1.12741 -1.5034 -0.6060 -0.8204 0.39
C 4.75807 2.24532 -0.80344 1.3303 0.2907 0.8782 -0.77
O 4.74844 1.19301 -1.70976 -0.2460 -0.6025 -1.4159 -0.69
O 4.55307 4.43452 -1.87410 -1.4760 -1.0772 -0.0143 -0.48
H 3.41748 3.82876 -0.23242 0.2853 0.0429 -0.2679 -0.31
H 3.16458 3.10612 -1.85785 -0.8932 -0.6363 0.6364 0.43
H 4.55342 1.79257 0.16673 -0.2357 0.6950 0.2586 0.20
H 5.78822 2.60145 -0.79611 0.1538 -0.1667 0.0732 0.48
H 3.83018 0.94963 -1.84816 -0.1033 -0.2065 -0.0796 0.41
H 3.91463 4.83141 -2.47115 -0.2176 0.0081 0.1014 0.26
C 0.40033 -0.41454 4.79610 2.4856 -1.5319 0.1747 0.00
C 0.53230 1.03733 4.42627 -0.1699 -0.5536 0.5493 -0.41
O 0.45575 1.18674 3.03302 -1.7992 1.0838 0.9081 -0.65
O 1.61895 -1.15502 4.46125 -0.1591 -0.7311 1.3777 -0.68
H -0.39757 -0.99748 4.33606 0.6228 1.6751 -0.2803 -1.52
H 0.43682 -0.61715 5.86649 -0.7622 0.5939 0.2027 0.84
H 1.52921 1.37088 4.71439 -0.0639 -0.0111 0.7838 0.19
H -0.20237 1.57248 5.02792 -0.3033 0.5427 -0.4823 0.73
H 0.85968 0.35342 2.78003 0.3896 -0.2666 -1.1691 -0.07
H 2.00238 -0.95578 3.60400 -0.7688 0.6100 -0.4759 0.56